# 1
Entry from OMol25: an isolated molecule of C9H8BrNO (ωB97M-V with the def2-TZVPD basis set).

Energy above the lowest of the compared OMol25 structures with the same formula, charge and spin (kJ/mol): 0.0
2S+1: 3
Total energy (Ha): -3051.52031
E_LUMO (spin up / spin down) (eV): 0.22 / -2.07
E_HOMO (spin up / spin down) (eV): -5.8 / -8.2
Charge: 0
Kohn-Sham gap (spin up / spin down) (eV): 6.0 / 6.1

Last column: Löwdin charge in e.
Atoms and positions in Å:
C 1.057 1.670 -1.171  -0.2765
C -2.368 -0.617 -0.210  -0.0751
C -1.955 -1.078 1.087  -0.1103
C -1.459 -0.464 -1.211  -0.0324
C -0.657 -1.239 1.368  -0.0652
C -0.033 -0.439 -0.879  -0.3123
C 0.416 -0.768 0.536  -0.1624
C 1.497 2.869 -1.063  -0.5761
C 1.735 -0.725 0.748  -0.1735
N 0.460 0.714 -1.511  0.1360
O 2.332 -0.920 1.920  0.0430
Br 0.310 4.212 -1.695  0.6475
H -3.454 -0.671 -0.363  0.1050
H -2.698 -1.508 1.776  0.1134
H -1.591 -0.136 -2.192  0.0966
H -0.419 -1.478 2.407  0.1018
H 0.481 -1.238 -1.597  0.1972
H 2.354 3.218 -0.529  0.0403
H 2.416 -0.329 -0.038  0.1455
H 1.577 -1.074 2.617  0.1574


# 2
Entry from OMol25: a cluster of 2 separate species, H4NPS in total (ωB97M-V with the def2-TZVPD basis set).

Energy above the lowest of the compared OMol25 structures with the same formula, charge and spin (kJ/mol): 325.3
2S+1: 1
Total energy (Ha): -796.56499
E_LUMO (spin up / spin down) (eV): 0.01 / -0.14
E_HOMO (spin up / spin down) (eV): -9.4 / -7.0
Charge: 0
Kohn-Sham gap (spin up / spin down) (eV): 9.4 / 6.9

Last column: Löwdin charge in e.
Atoms and positions in Å:
N 0.872 0.733 -0.157  -0.4219
P 0.052 -0.445 0.610  0.2853
S -1.754 -0.112 -0.263  0.2150
H 1.783 1.158 0.248  0.0824
H 0.432 1.517 -0.607  0.0026
H 1.089 -2.635 -0.827  -0.0328
H -2.474 -0.215 0.996  -0.1305


# 3
Entry from OMol25: a structure of composition C2H3KLiO2 (ωB97M-V with the def2-TZVPD basis set).

Energy above the lowest of the compared OMol25 structures with the same formula, charge and spin (kJ/mol): 0.0
2S+1: 2
Total energy (Ha): -835.80220
E_LUMO (spin up / spin down) (eV): -1.00 / -1.00
E_HOMO (spin up / spin down) (eV): -3.9 / -5.2
Charge: 0
Kohn-Sham gap (spin up / spin down) (eV): 2.9 / 4.2

Last column: Löwdin charge in e.
Atoms and positions in Å:
H 3.180 0.256 -0.834  0.0646
O 2.830 -0.477 -0.312  -0.1713
C 1.968 -0.067 0.654  -0.2786
C 0.789 0.671 0.097  -0.5799
O -0.173 -0.165 -0.449  -0.6020
Li 0.663 -1.781 -0.286  0.6155
K -2.675 0.116 -1.427  0.7989
H 1.117 1.446 -0.641  0.0781
H 0.397 1.284 0.949  0.0748


# 4
Entry from OMol25: an isolated molecule of C5H5NO (ωB97M-V with the def2-TZVPD basis set).

Energy above the lowest of the compared OMol25 structures with the same formula, charge and spin (kJ/mol): 177.2
2S+1: 1
Total energy (Ha): -323.45220
E_LUMO (eV): 0.71
Structure (SMILES): N#C[C@@H]1C[C@@H]1C=O
E_HOMO (eV): -10.0
Charge: 0
Kohn-Sham gap (eV): 10.7

Last column: Löwdin charge in e.
Atoms and positions in Å:
O -1.788 -1.160 1.645  0.0443
C -0.926 -1.007 0.810  -0.2032
C -0.552 0.443 0.417  -0.1720
C 0.909 0.803 0.441  -0.0604
C 0.223 0.635 -0.879  -0.2411
C 0.470 -0.609 -1.571  -0.1886
N 0.498 -1.757 -1.741  0.1550
H -0.370 -1.909 0.243  0.1429
H -1.270 1.243 0.656  0.1530
H 1.589 0.017 0.759  0.1217
H 1.205 1.810 0.714  0.1129
H 0.013 1.493 -1.494  0.1355


# 5
Entry from OMol25: a cluster of 2 separate species, C3H11N in total (ωB97M-V with the def2-TZVPD basis set).

Energy above the lowest of the compared OMol25 structures with the same formula, charge and spin (kJ/mol): 53.6
2S+1: 1
Total energy (Ha): -175.62282
E_LUMO (eV): 1.02
Structure (SMILES): CC.CN
E_HOMO (eV): -9.3
Charge: 0
Kohn-Sham gap (eV): 10.3

Last column: Löwdin charge in e.
Atoms and positions in Å:
C -2.512 -0.219 -0.393  -0.1814
C -3.842 0.216 -1.022  -0.1731
H -2.586 -1.256 -0.055  0.0594
H -2.283 0.377 0.490  0.0556
H -1.653 -0.122 -1.068  0.0612
H -4.153 -0.476 -1.794  0.0543
H -4.633 0.198 -0.253  0.0662
H -3.751 1.230 -1.405  0.0575
C 2.779 -0.087 1.313  -0.1852
N 3.552 -0.025 0.055  -0.1041
H 1.761 -0.398 1.048  0.0645
H 2.718 0.922 1.740  0.0630
H 3.294 -0.853 1.884  0.0653
H 3.233 0.698 -0.590  0.0481
H 4.491 0.353 0.177  0.0487


# 6
Entry from OMol25: a cluster of 2 separate species, CH4FP in total (ωB97M-V with the def2-TZVPD basis set).

Energy above the lowest of the compared OMol25 structures with the same formula, charge and spin (kJ/mol): 306.4
2S+1: 1
Total energy (Ha): -481.60211
E_LUMO (eV): -2.01
E_HOMO (eV): -10.7
Charge: 0
Kohn-Sham gap (eV): 8.6

Last column: Löwdin charge in e.
Atoms and positions in Å:
C -0.014 0.019 -0.422  -0.3833
F -1.104 2.661 0.407  -0.5581
P -1.569 0.214 0.506  0.9984
H 0.593 0.812 0.061  0.0524
H -0.337 0.047 -1.386  -0.0212
H 0.363 -0.998 -0.285  0.0446
H -1.199 -0.002 1.810  -0.1328


# 7
Entry from OMol25: an isolated molecule of C3H2N2O (ωB97M-V with the def2-TZVPD basis set).

Energy above the lowest of the compared OMol25 structures with the same formula, charge and spin (kJ/mol): 336.7
2S+1: 1
Total energy (Ha): -300.10317
E_LUMO (spin up / spin down) (eV): -2.09 / -2.01
E_HOMO (spin up / spin down) (eV): -10.0 / -11.2
Charge: 0
Kohn-Sham gap (spin up / spin down) (eV): 7.9 / 9.2

Last column: Löwdin charge in e.
Atoms and positions in Å:
O -0.920 1.452 0.177  0.0002
C -0.076 -0.511 -0.467  0.0011
C 1.319 -0.733 -0.409  -0.1923
N 2.479 -0.886 -0.368  0.1709
C -0.788 0.020 0.603  -0.5504
N -1.284 -0.597 1.474  0.3295
H -0.149 2.021 0.389  0.1084
H -0.579 -0.767 -1.398  0.1327


# 8
Entry from OMol25: an isolated molecule of C4H6NP (ωB97M-V with the def2-TZVPD basis set).

Energy above the lowest of the compared OMol25 structures with the same formula, charge and spin (kJ/mol): 71.1
2S+1: 1
Total energy (Ha): -552.06330
E_LUMO (eV): 0.24
Structure (SMILES): C1=NP=CCC1
E_HOMO (eV): -9.0
Charge: 0
Kohn-Sham gap (eV): 9.3

Last column: Löwdin charge in e.
Atoms and positions in Å:
C -0.644 -0.702 -1.546  -0.3427
C -0.396 -1.192 1.341  -0.4902
C -0.374 0.418 -0.582  -0.2218
C 0.381 -0.133 0.626  -0.2934
N -1.147 -1.812 -1.290  -0.1361
P -1.542 -2.192 0.649  0.9176
H -0.370 -0.524 -2.588  0.0971
H -0.197 -1.304 2.400  0.0278
H 0.192 1.211 -1.071  0.1034
H -1.341 0.825 -0.263  0.1140
H 0.598 0.677 1.326  0.1068
H 1.336 -0.548 0.281  0.1174


> What is the formula in the second record?

H4NPS


> Among the records above, which one has the lowest total energy?

C9H8BrNO